Entry 1:
{"formula": "C14H28CeN6O6", "method": "the ωB97M-V functional and the def2-TZVPD basis", "symbols": ["O", "H", "O", "C", "C", "C", "N", "C", "H", "C", "H", "H", "N", "H", "H", "H", "C", "H", "N", "C", "N", "C", "H", "H", "H", "H", "Ce", "N", "H", "H", "H", "H", "H", "H", "H", "H", "H", "O", "O", "C", "O", "C", "H", "N", "O", "C", "H", "H", "H", "H", "C", "C", "H", "C", "H"], "xyz": [[0.048, 0.534, 2.828], [3.022, 0.856, 0.464], [1.516, -3.012, -0.978], [-2.994, -1.235, 1.277], [-2.120, 3.779, -1.403], [1.027, -1.494, 2.303], [-1.454, 0.158, -2.143], [-1.826, 1.874, -3.893], [1.338, 2.071, -2.798], [-1.748, 1.473, -2.467], [0.810, -2.885, 3.883], [2.430, 1.882, -0.881], [0.563, -0.324, 1.848], [1.155, -4.433, 1.991], [0.506, -1.162, 4.355], [2.963, -0.864, -2.890], [1.464, -2.437, 1.291], [1.822, -2.441, -1.763], [-1.157, 1.833, -0.214], [-3.208, -0.125, 2.229], [1.301, -2.046, 0.021], [1.984, -3.778, 1.674], [2.175, -1.729, 4.079], [2.685, -3.638, 2.510], [-4.246, 0.235, 2.132], [-3.107, -0.487, 3.269], [0.413, 0.099, -0.582], [-1.975, -1.337, 0.393], [-0.335, 1.292, 2.308], [-0.810, 1.907, -4.315], [-4.828, -4.257, -0.804], [-1.308, 4.419, -1.041], [-2.404, 1.107, -4.422], [1.633, 0.113, -2.756], [-4.711, -2.563, 1.756], [2.499, -4.249, 0.829], [-2.293, 2.858, -4.002], [2.039, -0.914, -2.591], [0.985, 1.234, -2.497], [-1.711, 2.358, -1.349], [-1.253, -0.686, -3.071], [-3.297, -3.152, 0.156], [-2.528, 0.719, 2.056], [-2.194, -2.519, -0.263], [-1.177, 2.446, 0.926], [-3.815, -4.412, -0.399], [-1.571, -2.828, -1.008], [-2.400, 4.079, -2.417], [-2.972, 3.927, -0.731], [-3.923, -5.146, 0.415], [-3.835, -2.357, 1.167], [1.126, -1.837, 3.753], [1.862, 2.202, 0.793], [2.173, 1.426, 0.087], [-3.165, -4.823, -1.182]], "forces_ev_per_angstrom": [[0.5875, -0.4484, -1.1139], [-0.0781, -0.1494, 0.1430], [0.4483, 1.1841, 0.4152], [0.4970, -1.0221, -0.9383], [-0.1709, 0.2476, 0.0230], [-1.1624, 3.6972, 0.0446], [0.0843, 0.7415, -1.0884], [-0.5181, 0.0238, 0.0686], [0.1150, 0.0133, -0.0631], [0.5443, -0.8273, 0.7449], [0.1678, 0.4367, 0.2019], [-0.0157, -0.1835, 0.4907], [0.3165, -2.1234, 2.4011], [0.3179, 0.1969, -0.0200], [0.1872, -0.2992, -0.2154], [-0.4361, -0.1157, 0.2490], [-0.1794, -0.1905, -3.8092], [-0.5496, -0.4087, 0.7760], [-1.0223, 0.4857, 0.3194], [-0.1092, 0.6020, 0.4336], [0.6941, -2.2414, 2.2749], [0.1641, -0.0048, -0.0315], [-0.3537, -0.1301, -0.0635], [-0.2560, -0.2793, -0.1935], [0.4284, -0.0529, 0.0089], [0.1033, 0.2292, -0.4411], [-0.7394, 0.0215, -1.7301], [-0.0375, -0.0008, 0.2900], [0.1943, -0.3670, 0.1816], [-0.2672, -0.1328, 0.1397], [0.4230, -0.0582, -0.0067], [-0.1344, -0.0722, -0.0190], [0.1885, 0.2791, -0.1105], [0.4329, -0.6117, -0.2701], [-0.0795, -0.0071, -0.0566], [-0.1901, 0.1586, 0.2292], [0.0900, -0.3365, -0.1201], [0.2539, 0.4434, 0.0423], [-0.1400, 0.0826, -0.0978], [0.2952, -0.5267, 0.3184], [-0.4066, 0.8470, 1.0120], [-0.4275, 0.8621, 0.9092], [-0.2631, -0.3026, 0.1143], [0.3091, 0.2997, -0.0718], [0.1462, -0.3291, -1.3532], [-0.3276, -0.6906, -0.1530], [-0.3102, 0.2864, 0.3195], [0.0364, -0.0170, 0.3571], [0.0836, 0.0942, -0.0737], [0.1288, 0.0941, -0.3462], [0.4898, -0.1806, -0.5177], [-0.1747, -0.0521, -0.0157], [-0.0567, -0.1819, 0.0569], [0.9149, 0.9566, 0.1363], [-0.2362, 0.0602, 0.2189]], "spin_multiplicity": 2, "orbital_gap_ev": [7.38, 7.07], "total_energy_ha": -1804.92980, "total_charge": 1, "s2": 1.15, "relative_energy_kcal_mol": 0.0}

Entry 2:
{"formula": "C5H6NiO3", "method": "the ωB97M-V functional and the def2-TZVPD basis", "symbols": ["O", "H", "H", "O", "H", "H", "C", "C", "C", "C", "O", "H", "C", "H", "Ni"], "xyz": [[1.234, -0.030, -0.684], [-2.905, -1.355, -1.105], [-0.510, 0.822, 1.154], [1.636, 0.350, 1.499], [-1.446, 1.916, 0.131], [0.975, 2.019, -0.429], [0.437, 1.126, -0.766], [-1.606, -0.153, -0.068], [-2.336, -1.191, -0.180], [-0.833, 1.004, 0.087], [2.903, -1.032, 0.273], [-2.545, -1.820, 0.696], [1.993, -0.168, 0.450], [0.168, 1.237, -1.822], [2.835, -2.725, 0.763]], "forces_ev_per_angstrom": [[2.3796, -0.8152, 1.0299], [0.0480, -0.4486, 0.2106], [0.2802, 1.1425, -0.5593], [2.0789, -0.9531, -0.8177], [0.2938, -0.1364, -0.4198], [0.1305, -0.2932, -0.1321], [-1.5377, 1.4862, -0.0981], [-0.4303, -0.2835, -1.1910], [-1.0361, -0.6824, -0.0033], [1.0787, 0.4255, 2.2483], [2.3776, -1.9371, 0.1872], [-0.0927, -0.2428, -0.3255], [-5.8017, 2.6941, -0.3214], [0.2033, -0.1014, 0.1992], [0.0280, 0.1454, -0.0068]], "spin_multiplicity": 4, "orbital_gap_ev": [2.27, 3.68], "total_energy_ha": -1927.63207, "total_charge": 1, "s2": 3.77, "relative_energy_kcal_mol": 55.1}

Entry 3:
{"formula": "C3H7NO2", "method": "the ωB97M-V functional and the def2-TZVPD basis", "symbols": ["H", "O", "C", "H", "H", "C", "H", "H", "O", "H", "N", "H", "C"], "xyz": [[-0.055, -0.719, -1.157], [-1.101, 0.368, 1.175], [1.080, 0.907, 0.519], [0.534, -2.151, -0.245], [0.437, 2.659, -0.089], [0.158, -1.129, -0.162], [-0.889, -1.620, 1.671], [-0.657, 1.296, -0.079], [1.247, -0.372, 0.410], [1.848, 1.357, 1.148], [0.331, 1.669, -0.279], [-1.924, -1.315, 0.261], [-1.037, -0.935, 0.810]], "forces_ev_per_angstrom": [[0.0025, -0.0504, 0.1377], [-0.0501, 0.1103, -0.0380], [0.2179, -0.0549, -0.2629], [-0.0920, 0.1448, 0.0254], [0.0156, -0.1511, -0.0273], [-0.1457, -0.0502, -0.1560], [-0.0294, 0.1270, -0.0931], [-0.0474, -0.0503, -0.0222], [-0.0335, 0.3441, 0.1594], [-0.1149, -0.0284, -0.0389], [0.1170, 0.0240, 0.2828], [0.1147, 0.0925, 0.0809], [0.0452, -0.4576, -0.0478]], "orbital_gap_ev": 9.00, "total_energy_ha": -323.65279, "relative_energy_kcal_mol": 80.4}

Entry 4:
{"formula": "C29H29GeN2O9V", "method": "the ωB97M-V functional and the def2-TZVPD basis", "symbols": ["O", "H", "C", "C", "N", "C", "H", "H", "C", "C", "C", "C", "H", "H", "C", "O", "Ge", "H", "H", "C", "O", "O", "C", "H", "C", "C", "H", "O", "O", "H", "C", "H", "H", "C", "C", "H", "H", "H", "C", "C", "C", "H", "C", "C", "H", "H", "C", "H", "H", "O", "C", "C", "H", "H", "H", "H", "C", "C", "H", "H", "O", "V", "N", "H", "C", "C", "C", "O", "H", "H", "C"], "xyz": [[-1.654, 1.568, 1.577], [3.909, 2.019, -0.483], [-0.417, 3.177, 0.384], [2.086, -5.814, -0.581], [-0.843, -2.325, 0.794], [-1.786, -0.753, 2.176], [-1.438, -4.517, 0.252], [2.245, 0.310, -5.519], [0.978, 3.103, -4.107], [3.328, 2.587, 1.469], [-0.034, 0.427, 4.720], [2.746, 3.937, 1.810], [-5.095, -1.489, -1.157], [-2.945, -1.383, 3.882], [-0.276, -6.203, -0.393], [-0.873, 4.145, -0.198], [-0.343, 0.225, -1.179], [-2.424, 0.938, 3.417], [3.530, 4.620, 2.137], [0.419, -2.651, 0.614], [1.408, -1.898, 0.906], [2.223, 0.161, -0.409], [-0.267, 0.545, 3.246], [1.188, -0.686, -3.525], [1.646, 2.305, -5.020], [1.122, 0.380, -3.697], [2.119, 2.752, -5.886], [0.516, 2.401, 0.033], [0.644, 0.386, 2.400], [2.747, -3.828, -0.085], [-0.919, 2.676, 1.758], [-0.702, -0.311, 5.163], [0.924, 4.173, -4.266], [0.389, 2.540, -2.987], [-4.328, 1.758, -1.668], [-1.649, -2.506, 3.393], [2.277, 4.355, 0.921], [-3.110, -2.396, 2.432], [-2.415, -1.814, 3.037], [1.717, 0.938, -4.814], [-1.669, 0.649, 2.678], [-2.363, 2.593, -1.586], [-3.123, -0.656, -1.117], [-0.457, -4.900, 0.021], [1.132, -7.675, -1.054], [-4.806, 2.701, -1.896], [4.347, 2.555, 0.365], [1.993, 3.837, 2.589], [-0.201, 1.393, 5.201], [-0.525, 3.035, 2.846], [0.996, -6.662, -0.702], [1.910, -4.506, -0.164], [-0.285, -1.279, -1.703], [-2.639, -1.601, -0.913], [-0.093, 3.186, -2.268], [1.002, 0.131, 4.883], [-4.495, -0.594, -1.261], [-2.955, 1.694, -1.503], [4.650, 3.549, 0.049], [-6.173, 0.678, -1.674], [3.088, 0.216, -1.334], [1.251, 0.144, 0.794], [-1.041, -1.065, 1.163], [3.075, -6.184, -0.818], [-5.101, 0.617, -1.544], [0.445, 1.168, -2.773], [0.634, -4.036, 0.143], [3.003, 1.578, 2.062], [5.214, 1.973, 0.680], [-1.123, -6.871, -0.476], [-2.335, 0.481, -1.239]], "forces_ev_per_angstrom": [[-0.3465, -0.5086, 0.3935], [-0.0027, -0.0415, -0.0509], [0.1031, 0.0139, 0.1630], [0.0354, -0.2008, -0.1029], [-0.8708, -1.0650, 0.2013], [0.2267, -1.9743, -1.4190], [-0.0677, -0.0045, 0.0497], [0.0422, -0.0467, -0.0331], [0.0261, 0.1547, -0.0629], [0.3664, 0.5425, -0.1026], [0.4874, -0.0459, -0.4112], [-0.2439, -0.3074, 0.2243], [-0.0507, -0.0981, -0.0160], [-0.1007, 0.0071, 0.1070], [0.0279, -0.1455, -0.0775], [-0.2749, 0.2643, 0.2144], [0.0534, -0.4811, -1.0847], [0.2096, -0.1696, -0.0818], [0.1255, 0.0020, -0.0593], [-0.5708, 0.7777, 0.4469], [0.1924, -0.1087, -0.0900], [4.2479, 0.3316, -2.8589], [0.9546, 0.0901, -0.5100], [0.0445, -0.0481, -0.0518], [0.0606, 0.0895, -0.1357], [-0.1257, -0.1045, 0.0242], [0.0202, 0.0111, -0.0760], [0.6764, -0.1766, 0.6228], [-2.8142, 1.5708, 7.6691], [0.0352, 0.0501, 0.0482], [0.3725, 0.3149, -0.0097], [-0.1128, 0.0042, -0.0485], [-0.0025, 0.0486, 0.0173], [-0.0897, 0.0266, 0.0336], [-0.1340, 0.1676, 0.0108], [-0.0212, -0.0141, 0.0088], [-0.0061, 0.0588, -0.1579], [-0.0582, -0.0738, 0.0176], [-0.0607, 0.2116, -0.1625], [0.0990, -0.0514, -0.1163], [0.3444, 0.9174, -0.3544], [0.0319, 0.1496, -0.0605], [0.1152, -0.1132, 0.0256], [0.0938, 0.1719, 0.0237], [0.0450, -0.0851, 0.0423], [0.0073, 0.1041, 0.0054], [-0.1057, -0.1468, -0.0324], [-0.0195, -0.0089, -0.0050], [-0.1434, 0.0188, -0.1263], [-0.2786, -0.1447, -0.1306], [0.0389, -0.0335, -0.0317], [-0.1743, 0.3408, 0.1330], [-0.0341, 0.3211, 0.0442], [-0.0277, -0.1759, -0.0052], [-0.0408, 0.0559, 0.0254], [-0.0495, -0.0196, 0.0363], [-0.1766, -0.0814, 0.0558], [0.0826, 0.0396, -0.0485], [0.0205, 0.1102, 0.0138], [-0.1072, -0.0227, -0.0090], [1.3195, -0.0682, -1.6205], [-3.7193, -0.7804, -2.9860], [-0.0764, 1.1192, 1.9098], [0.0372, 0.0658, -0.0253], [-0.1882, 0.0554, -0.0254], [-0.4017, -0.3675, 0.5718], [0.1868, -0.5321, -0.1681], [-0.0087, 0.0000, 0.1592], [-0.0145, -0.0157, 0.0314], [-0.0523, 0.0165, -0.0340], [0.8422, 0.0384, 0.0518]], "spin_multiplicity": 2, "orbital_gap_ev": [5.56, 5.35], "total_energy_ha": -4929.97376, "total_charge": -1, "s2": 0.95}